{
  "formula": "C46H130N8O15",
  "method": "ωB97M-V with the def2-TZVPD basis set",
  "symbols": ["C", "C", "C", "O", "C", "N", "H", "H", "H", "H", "H", "H", "H", "H", "H", "H", "H", "C", "C", "C", "O", "C", "N", "H", "H", "H", "H", "H", "H", "H", "H", "H", "H", "H", "C", "C", "C", "O", "C", "N", "H", "H", "H", "H", "H", "H", "H", "H", "H", "H", "H", "C", "C", "C", "O", "C", "N", "H", "H", "H", "H", "H", "H", "H", "H", "H", "H", "H", "C", "C", "C", "O", "C", "N", "H", "H", "H", "H", "H", "H", "H", "H", "H", "H", "H", "C", "C", "C", "O", "C", "N", "H", "H", "H", "H", "H", "H", "H", "H", "H", "H", "H", "C", "C", "C", "O", "C", "N", "H", "H", "H", "H", "H", "H", "H", "H", "H", "H", "H", "C", "C", "C", "O", "C", "N", "H", "H", "H", "H", "H", "H", "H", "H", "H", "H", "H", "C", "C", "O", "H", "H", "H", "H", "H", "H", "C", "C", "O", "H", "H", "H", "H", "H", "H", "C", "C", "O", "H", "H", "H", "H", "H", "H", "C", "C", "O", "H", "H", "H", "H", "H", "H", "C", "C", "O", "H", "H", "H", "H", "H", "H", "C", "C", "O", "H", "H", "H", "H", "H", "H", "C", "C", "O", "H", "H", "H", "H", "H", "H"],
  "coordinates": [[0.47, -2.27, -4.83], [-0.15, -2.80, -6.12], [-1.08, -3.95, -5.80], [-0.30, -4.99, -5.28], [-1.04, -6.08, -4.81], [-0.87, -1.72, -6.84], [0.93, -3.08, -4.25], [-0.32, -1.87, -4.18], [1.21, -1.48, -4.96], [0.62, -3.17, -6.80], [-1.66, -4.26, -6.68], [-1.87, -3.62, -5.10], [-0.38, -6.69, -4.19], [-1.46, -6.74, -5.57], [-1.86, -5.79, -4.14], [-0.19, -0.97, -6.99], [-1.52, -1.34, -6.14], [-3.00, 3.10, 1.09], [-3.20, 2.82, -0.39], [-3.44, 4.07, -1.25], [-4.56, 4.85, -0.90], [-5.80, 4.18, -1.08], [-2.02, 2.09, -0.90], [-2.57, 2.23, 1.58], [-3.98, 3.39, 1.49], [-2.35, 3.96, 1.24], [-4.04, 2.15, -0.61], [-3.47, 3.78, -2.30], [-2.60, 4.76, -1.08], [-5.79, 3.60, -2.02], [-6.59, 4.92, -1.19], [-6.01, 3.52, -0.24], [-2.12, 2.03, -1.91], [-1.21, 2.71, -0.81], [-1.47, -4.01, -1.90], [-1.62, -4.89, -0.66], [-1.83, -6.35, -0.99], [-3.03, -6.42, -1.74], [-3.29, -7.73, -2.19], [-0.44, -4.71, 0.20], [-0.71, -4.47, -2.55], [-1.14, -3.00, -1.69], [-2.33, -4.02, -2.58], [-2.51, -4.51, -0.14], [-1.95, -6.93, -0.06], [-1.00, -6.80, -1.54], [-3.58, -8.40, -1.38], [-2.41, -8.13, -2.72], [-4.08, -7.72, -2.94], [-0.32, -3.70, 0.37], [0.36, -4.99, -0.37], [4.64, -2.05, -2.84], [4.55, -1.22, -4.15], [4.74, 0.25, -3.88], [3.55, 0.70, -3.26], [3.67, 1.94, -2.61], [5.61, -1.68, -5.10], [4.10, -2.99, -2.99], [4.15, -1.57, -1.99], [5.67, -2.32, -2.63], [3.60, -1.44, -4.65], [4.98, 0.78, -4.81], [5.59, 0.37, -3.20], [4.05, 2.74, -3.25], [4.30, 1.92, -1.71], [2.65, 2.23, -2.35], [5.44, -2.66, -5.32], [6.44, -1.78, -4.52], [0.70, -0.75, -1.27], [1.12, -1.05, 0.17], [1.43, 0.25, 0.92], [1.80, -0.06, 2.24], [1.98, 1.06, 3.06], [0.07, -1.80, 0.88], [0.67, -1.67, -1.86], [1.41, -0.06, -1.73], [-0.33, -0.38, -1.25], [2.06, -1.60, 0.13], [0.54, 0.89, 0.83], [2.24, 0.76, 0.38], [2.29, 0.76, 4.06], [1.11, 1.70, 3.25], [2.78, 1.72, 2.70], [0.28, -1.72, 1.87], [-0.77, -1.23, 0.70], [5.07, 4.59, 5.18], [4.76, 4.71, 3.69], [4.48, 6.15, 3.30], [4.23, 6.25, 1.92], [3.49, 7.40, 1.59], [5.88, 4.11, 2.94], [6.09, 4.92, 5.38], [4.98, 3.54, 5.46], [4.37, 5.15, 5.81], [3.86, 4.12, 3.48], [5.25, 6.85, 3.65], [3.58, 6.42, 3.86], [2.55, 7.51, 2.14], [3.24, 7.37, 0.53], [4.12, 8.29, 1.76], [5.82, 4.40, 1.96], [6.72, 4.60, 3.24], [-1.04, 3.84, 4.33], [-2.35, 3.37, 4.98], [-2.59, 1.89, 4.77], [-3.91, 1.56, 5.12], [-4.22, 0.21, 4.87], [-2.15, 3.55, 6.46], [-0.29, 3.06, 4.51], [-0.67, 4.70, 4.89], [-1.14, 4.03, 3.27], [-3.22, 3.98, 4.70], [-1.90, 1.36, 5.44], [-2.32, 1.57, 3.75], [-5.13, -0.02, 5.42], [-3.47, -0.50, 5.22], [-4.45, 0.09, 3.81], [-2.90, 3.08, 6.95], [-2.25, 4.54, 6.64], [-4.73, -2.63, -6.16], [-5.11, -1.16, -5.90], [-3.87, -0.28, -5.91], [-2.92, -0.61, -4.93], [-3.26, -0.26, -3.60], [-6.11, -0.64, -6.81], [-5.62, -3.21, -6.39], [-4.28, -3.08, -5.28], [-4.03, -2.73, -7.00], [-5.49, -1.10, -4.87], [-4.09, 0.80, -5.92], [-3.37, -0.38, -6.89], [-3.96, -1.01, -3.20], [-3.86, 0.66, -3.60], [-2.40, -0.20, -2.95], [-5.77, -0.73, -7.77], [-6.96, -1.19, -6.78], [-4.01, -2.09, 0.93], [-3.59, -0.88, 0.11], [-2.45, -0.28, 0.67], [-4.67, -2.74, 0.34], [-4.47, -1.84, 1.88], [-3.11, -2.68, 1.11], [-4.44, -0.20, 0.02], [-3.36, -1.26, -0.90], [-2.33, 0.59, 0.20], [5.80, -0.60, 4.69], [5.31, 0.61, 3.93], [6.40, 1.36, 3.47], [5.00, -1.27, 5.01], [6.34, -0.31, 5.59], [6.47, -1.18, 4.05], [4.60, 1.21, 4.52], [4.73, 0.23, 3.07], [6.09, 2.19, 3.05], [2.30, 3.65, 0.59], [1.54, 4.87, 0.10], [0.21, 4.48, -0.26], [3.13, 3.94, 1.25], [2.82, 3.11, -0.21], [1.69, 2.92, 1.11], [2.07, 5.40, -0.69], [1.47, 5.54, 0.96], [-0.06, 4.93, -1.07], [0.10, 0.44, 7.93], [0.73, 1.20, 6.79], [0.60, 2.62, 6.97], [0.31, -0.63, 7.79], [-0.97, 0.60, 8.06], [0.53, 0.75, 8.88], [0.27, 1.05, 5.81], [1.80, 0.99, 6.74], [-0.33, 2.91, 6.88], [4.67, -2.89, 1.79], [3.33, -3.14, 2.46], [3.12, -2.20, 3.51], [5.50, -2.88, 2.50], [4.67, -1.90, 1.33], [4.95, -3.61, 1.02], [3.32, -4.14, 2.90], [2.50, -3.13, 1.75], [2.81, -1.40, 3.04], [-0.06, 1.54, -3.77], [-0.98, 2.32, -4.69], [-1.68, 3.27, -3.87], [0.28, 0.70, -4.39], [-0.53, 1.12, -2.89], [0.88, 2.03, -3.51], [-1.67, 1.54, -5.04], [-0.49, 2.79, -5.54], [-2.52, 3.46, -4.30], [-2.11, -3.91, 3.77], [-1.99, -5.37, 3.31], [-0.71, -5.75, 2.86], [-3.14, -3.80, 4.12], [-1.82, -3.20, 2.99], [-1.45, -3.75, 4.62], [-2.75, -5.57, 2.54], [-2.26, -6.00, 4.15], [-0.60, -5.35, 1.96]],
  "relative_energy_kcal_mol": 5.86,
  "e_homo_ev": -9.056,
  "orbital_gap_ev": 9.258,
  "mol_weight_g_mol": 1035.59,
  "total_energy_ha": -3397.07458,
  "e_lumo_ha": 0.00743
}

{
  "formula": "C46H133N5O18",
  "method": "ωB97M-V with the def2-TZVPD basis set",
  "symbols": ["C", "C", "C", "O", "C", "N", "H", "H", "H", "H", "H", "H", "H", "H", "H", "H", "H", "C", "C", "C", "O", "C", "N", "H", "H", "H", "H", "H", "H", "H", "H", "H", "H", "H", "C", "C", "C", "O", "C", "N", "H", "H", "H", "H", "H", "H", "H", "H", "H", "H", "H", "C", "C", "C", "O", "C", "N", "H", "H", "H", "H", "H", "H", "H", "H", "H", "H", "H", "C", "C", "C", "O", "C", "N", "H", "H", "H", "H", "H", "H", "H", "H", "H", "H", "H", "C", "C", "O", "H", "H", "H", "H", "H", "H", "C", "C", "O", "H", "H", "H", "H", "H", "H", "C", "C", "O", "H", "H", "H", "H", "H", "H", "C", "C", "O", "H", "H", "H", "H", "H", "H", "C", "C", "O", "H", "H", "H", "H", "H", "H", "C", "C", "O", "H", "H", "H", "H", "H", "H", "C", "C", "O", "H", "H", "H", "H", "H", "H", "C", "C", "O", "H", "H", "H", "H", "H", "H", "C", "C", "O", "H", "H", "H", "H", "H", "H", "C", "C", "O", "H", "H", "H", "H", "H", "H", "C", "C", "O", "H", "H", "H", "H", "H", "H", "C", "C", "O", "H", "H", "H", "H", "H", "H", "C", "C", "O", "H", "H", "H", "H", "H", "H"],
  "coordinates": [[-1.32, 20.58, 21.68], [-2.72, 20.37, 21.16], [-3.30, 18.94, 21.35], [-2.32, 17.94, 21.02], [-2.81, 16.93, 20.24], [-3.58, 21.32, 21.76], [-0.66, 19.80, 21.30], [-1.22, 20.58, 22.76], [-0.88, 21.54, 21.40], [-2.74, 20.59, 20.09], [-4.21, 18.99, 20.74], [-3.54, 18.80, 22.40], [-1.94, 16.28, 20.11], [-3.21, 17.32, 19.31], [-3.51, 16.41, 20.90], [-3.44, 22.18, 21.26], [-4.56, 21.07, 21.79], [4.10, 12.17, 21.87], [2.65, 12.77, 21.63], [2.48, 13.26, 20.19], [3.33, 14.45, 19.86], [2.97, 15.66, 20.46], [1.61, 11.87, 22.08], [4.28, 11.14, 21.55], [4.24, 12.18, 22.95], [4.86, 12.78, 21.37], [2.51, 13.63, 22.28], [1.44, 13.50, 19.98], [2.75, 12.53, 19.43], [2.00, 15.99, 20.07], [3.76, 16.40, 20.29], [2.91, 15.57, 21.55], [2.00, 11.31, 22.82], [1.40, 11.15, 21.40], [3.54, 17.96, 33.98], [3.99, 19.43, 33.80], [2.81, 20.27, 33.26], [2.41, 19.87, 31.97], [1.04, 20.18, 31.66], [4.64, 19.93, 35.01], [3.02, 17.59, 33.09], [2.84, 17.94, 34.82], [4.30, 17.22, 34.19], [4.86, 19.45, 33.15], [3.08, 21.33, 33.24], [1.98, 20.40, 33.96], [0.98, 20.02, 30.58], [0.72, 21.20, 31.86], [0.49, 19.39, 32.17], [5.02, 20.86, 35.03], [5.43, 19.35, 35.25], [4.47, 26.98, 26.58], [3.24, 26.86, 25.68], [1.98, 27.62, 26.16], [0.84, 27.41, 25.35], [0.37, 26.05, 25.42], [3.50, 27.17, 24.35], [5.23, 26.37, 26.08], [4.39, 26.45, 27.53], [4.96, 27.94, 26.66], [2.85, 25.85, 25.82], [2.27, 28.67, 26.24], [1.80, 27.24, 27.16], [1.01, 25.45, 24.76], [-0.58, 26.03, 24.88], [0.21, 25.58, 26.39], [2.54, 27.43, 24.17], [4.02, 28.03, 24.30], [1.14, 16.26, 24.54], [0.24, 17.32, 24.03], [0.70, 18.77, 24.47], [0.07, 19.11, 25.74], [0.47, 20.39, 26.22], [0.08, 17.18, 22.54], [0.84, 15.35, 24.02], [1.06, 16.15, 25.62], [2.14, 16.43, 24.15], [-0.73, 17.18, 24.50], [0.52, 19.59, 23.78], [1.79, 18.69, 24.54], [1.56, 20.47, 26.28], [0.09, 20.46, 27.23], [0.15, 21.19, 25.55], [-0.84, 17.39, 22.18], [0.10, 16.17, 22.53], [-2.60, 22.67, 26.47], [-3.13, 21.89, 25.26], [-3.06, 22.80, 24.13], [-1.52, 22.77, 26.47], [-2.87, 22.19, 27.41], [-3.19, 23.57, 26.62], [-4.16, 21.56, 25.40], [-2.65, 20.92, 25.16], [-2.86, 22.36, 23.31], [7.02, 14.94, 22.38], [7.12, 13.96, 23.58], [6.25, 14.38, 24.53], [7.81, 14.81, 21.65], [7.10, 16.00, 22.63], [6.08, 14.72, 21.87], [8.08, 13.94, 24.09], [6.79, 12.98, 23.22], [6.29, 15.34, 24.52], [-3.95, 17.48, 25.32], [-5.27, 17.59, 26.11], [-6.19, 16.69, 25.61], [-4.06, 17.69, 24.26], [-3.65, 16.45, 25.49], [-3.14, 18.15, 25.58], [-5.58, 18.62, 25.95], [-5.12, 17.46, 27.18], [-7.08, 17.06, 25.66], [-0.52, 12.83, 24.72], [-1.55, 13.25, 23.65], [-0.79, 13.66, 22.48], [-0.77, 13.49, 25.56], [0.53, 12.99, 24.48], [-0.77, 11.85, 25.12], [-2.20, 14.07, 23.94], [-2.20, 12.40, 23.43], [-0.08, 13.02, 22.38], [5.84, 23.57, 24.07], [4.73, 24.03, 23.18], [5.10, 25.36, 22.93], [5.75, 22.52, 24.35], [5.95, 24.26, 24.91], [6.80, 23.78, 23.60], [3.72, 23.99, 23.59], [4.73, 23.45, 22.26], [4.54, 25.99, 23.40], [-6.29, 15.20, 22.19], [-4.96, 14.75, 22.91], [-5.29, 14.47, 24.29], [-6.01, 15.93, 21.44], [-6.95, 15.72, 22.88], [-6.81, 14.33, 21.79], [-4.19, 15.52, 22.89], [-4.46, 13.88, 22.48], [-5.48, 15.27, 24.78], [-1.67, 16.16, 27.41], [-0.58, 15.75, 28.38], [-0.74, 14.42, 28.88], [-2.66, 15.95, 27.82], [-1.63, 15.52, 26.54], [-1.70, 17.24, 27.22], [-0.42, 16.44, 29.20], [0.44, 15.70, 28.02], [-1.56, 14.40, 29.37], [3.05, 22.52, 29.15], [2.18, 23.73, 28.70], [0.95, 23.79, 29.42], [3.95, 22.34, 28.57], [2.47, 21.61, 29.00], [3.36, 22.60, 30.19], [1.94, 23.48, 27.67], [2.77, 24.64, 28.81], [1.00, 24.31, 30.22], [4.79, 18.34, 23.00], [5.73, 19.21, 23.88], [6.09, 18.44, 24.95], [3.76, 18.45, 23.35], [4.96, 17.27, 23.14], [4.74, 18.51, 21.93], [5.05, 19.93, 24.33], [6.64, 19.69, 23.52], [6.02, 18.96, 25.75], [1.95, 19.72, 19.66], [3.23, 20.60, 19.41], [2.85, 21.46, 18.40], [1.80, 18.84, 19.04], [0.98, 20.22, 19.61], [1.87, 19.42, 20.71], [4.08, 20.06, 18.99], [3.70, 21.16, 20.21], [2.65, 21.02, 17.57], [2.98, 17.78, 27.70], [3.77, 19.17, 27.79], [5.16, 19.05, 27.59], [3.45, 17.00, 28.30], [2.85, 17.29, 26.73], [2.03, 18.02, 28.17], [3.51, 19.74, 28.68], [3.54, 19.91, 27.02], [5.42, 18.89, 28.50], [2.84, 13.11, 27.04], [4.08, 13.63, 26.32], [5.01, 12.56, 26.14], [2.48, 12.21, 26.55], [2.04, 13.84, 27.17], [3.08, 12.87, 28.08], [4.69, 14.36, 26.84], [3.79, 14.01, 25.34], [5.75, 12.95, 25.66], [0.04, 11.20, 19.27], [0.10, 9.68, 19.69], [1.38, 9.47, 20.29], [0.87, 11.49, 18.63], [-0.25, 11.85, 20.10], [-0.88, 11.26, 18.70], [0.05, 9.20, 18.71], [-0.81, 9.29, 20.13], [1.59, 8.55, 20.12]],
  "e_homo_ev": -8.990,
  "orbital_gap_ev": 9.335,
  "mol_weight_g_mol": 1044.59,
  "total_energy_ha": -3460.06679,
  "e_lumo_ha": 0.01268
}